DFT (ωB97M-V/def2-TZVPD) results for one molecule with the formula C6H10O.

Each line ends with the Löwdin charge.
Geometry (Å):
C (0.79403, 1.58947, 0.64088)  -0.06
C (0.34188, 1.13118, -0.73997)  -0.29
C (0.86299, -0.17219, -1.28829)  -0.08
C (-0.58158, -0.05748, -0.84416)  -0.24
C (-1.14622, -0.65386, 0.43340)  -0.13
C (-0.71834, -2.03768, 0.85508)  -0.25
O (0.23411, -2.65572, 0.44156)  0.05
H (1.86151, 1.42600, 0.81772)  0.08
H (0.27588, 1.03592, 1.41891)  0.05
H (0.54758, 2.63945, 0.81043)  0.08
H (0.17233, 1.91566, -1.47502)  0.13
H (1.06334, -0.23542, -2.36140)  0.10
H (1.56488, -0.75319, -0.69273)  0.10
H (-1.29343, -0.03894, -1.66585)  0.13
H (-2.23651, -0.51775, 0.48815)  0.13
H (-0.78152, -0.08515, 1.28898)  0.09
H (-1.31608, -2.41522, 1.71697)  0.12

Atoms 1-6, force components in eV/Å:
C 0.0466 0.1587 -0.2822
C 0.3810 0.1899 0.0168
C 0.0248 -0.0155 0.0674
C -0.2006 -0.3448 -0.0586
C 0.1999 -0.1553 -0.4408
C 0.1510 -0.1541 -0.0356

Properties
Max |F| in eV/Å: 0.72
SMILES: C[C@H]1C[C@H]1CC=O
Energy relative to the best compared isomer or geometry (same formula, charge and spin) in kcal per mole: 25.5
Spin multiplicity: 1
E_LUMO in eV: 1.0468
HOMO energy in eV: -9.576